1.
This record from OMol25 describes a molecular structure, C19H40FeOP2 at a distorted geometry. The level of theory is wB97M-V/def2-TZVPD.

```
! wB97M-V def2-TZVPD RIJCOSX def2/J DEFGRID3
* xyz 0 5
C -1.53120 1.45969 -2.55249
H 0.91991 0.01810 2.74057
H -0.96181 -3.08156 3.78887
H 2.30236 4.11566 2.22825
C -1.42960 -2.13085 4.06290
H 2.92623 2.25684 0.55418
H -0.80794 -4.35794 1.86987
C -0.47815 1.64219 0.52162
H 0.77609 -0.56709 4.40882
C 0.55275 -0.80409 3.35928
H -1.75595 1.68717 -3.60913
O -1.31065 -1.14746 1.85437
H 1.48074 -3.53891 -2.16727
C 1.39905 1.49264 -1.18601
H 1.62191 -3.31258 -0.39337
H -1.16713 1.20448 3.33324
H -2.18064 -3.84994 -0.43116
H -1.66780 2.39076 -1.98447
H 0.96851 3.68622 -1.28625
H 0.19010 2.01756 -4.61315
C -0.64273 3.19625 0.58484
C 0.87373 2.00019 -3.75664
P 0.16661 0.86359 -2.48817
C -0.17926 -3.92506 1.07460
H 1.34538 -1.01952 -3.47218
H 1.09700 -1.70922 3.09161
H -1.72885 -1.38622 -3.02786
H -0.69850 1.20035 1.50871
C 2.49404 3.22595 0.26245
C 0.29664 -0.67580 -3.46863
H 1.97775 -1.94448 -1.47904
C -1.52990 -3.76853 -1.34264
H -1.31322 1.24791 -0.09548
C -0.95102 -0.98430 3.16909
H -1.66403 3.42179 0.93790
H 0.67422 -3.41864 1.55353
C 1.67756 3.75422 1.40930
H 3.35438 3.89683 0.11866
H -0.10038 4.34375 2.37040
C 1.81571 3.00299 -1.11783
C -0.68800 -1.74760 -3.01050
H -0.55139 3.62577 -0.41735
C -1.57574 0.28599 3.77736
H -0.59935 -2.64587 -3.63529
H -2.51817 -2.23649 3.98781
H -2.66176 0.28525 3.64776
H 2.54769 3.21362 -1.91061
H -1.18518 -1.92308 5.11152
C 0.81193 1.14908 0.07720
H -0.93365 -4.68510 -1.44955
H 1.86090 1.64769 -4.08427
P -0.40513 -2.32601 -1.29077
H 0.97047 3.02364 -3.37808
H -2.24303 0.70254 -2.20668
H -1.35233 0.30632 4.85625
H 2.30669 0.87957 -1.36470
H 0.20868 -4.75124 0.44789
H 0.04972 -0.39036 -4.50572
H -2.17877 -3.61084 -2.21276
C 1.34651 -2.83264 -1.33936
Fe -1.54872 -2.54677 0.42995
H 1.17676 0.26395 0.60475
C 0.34999 3.80965 1.53385
*
```

Summary:
Kohn-Sham gap (spin up / spin down), eV: 5.0 / 5.4
Energy relative to the best compared isomer or geometry (same formula, charge and spin), kJ/mol: 333.8
Electronic energy, Eh: -2769.2821
Largest force on an atom, hartree/bohr: 0.0767

Mulliken atomic charge list, values in e, 5 entries:
1. C -1.49
2. H 0.00
3. H 0.36
4. H 0.36
5. C -1.92

=====

2.
This record from OMol25 describes a molecular structure, C22H23N4O4PW. The level of theory is wB97M-V/def2-TZVPD.

```
! wB97M-V def2-TZVPD RIJCOSX def2/J DEFGRID3
* xyz 2 1
H 2.35876 1.58952 4.94773
O -0.37395 1.07248 4.33992
H 0.19852 -4.45382 -1.45881
W 0.42758 -0.95631 0.90925
O -0.44481 -0.17608 2.45394
C 3.25922 -0.28084 1.73982
O 2.09521 -1.46887 0.06489
H 1.62180 2.58602 -2.76787
H -4.70777 0.19811 -2.48804
C -3.48985 -0.28699 0.63904
O 4.35315 -1.41423 -0.06229
C 3.35855 -1.09763 0.49253
H -3.69636 -0.05673 1.67527
H 5.32127 0.05941 2.18179
C -1.38389 4.93332 -2.03917
C 0.19644 0.54281 3.45110
N 0.14053 0.77137 -0.21686
N 2.00070 -0.10223 2.10515
C 2.64785 1.07087 4.04365
H -0.26744 -1.93206 -3.57480
H -2.21377 5.59692 -1.84078
C -2.91709 -0.89070 -2.04649
H 1.30780 -1.99723 -2.76213
H -1.80591 -1.49861 1.11366
H 0.14609 -2.52381 3.10834
C 0.00258 1.73251 -0.83386
H -1.96303 3.49832 -0.54697
C -0.15855 2.93622 -1.59258
H -1.31368 -4.08433 -2.30339
C 4.30033 0.22027 2.50089
H -5.21026 0.72516 -0.13677
C 0.29878 -1.58785 -2.70841
C -1.24746 3.76346 -1.31348
C 0.78437 3.24299 -2.57502
C 1.67392 0.53389 3.22324
H 0.66952 -4.35392 1.05420
C -4.04419 -0.15214 -1.70860
H -0.23346 -4.61740 2.41630
H 1.62079 -2.98742 2.58125
C -0.45169 5.25258 -3.01977
H 1.33984 4.68102 -4.05695
C -2.38495 -1.04854 0.29088
C 0.62440 4.41581 -3.29126
C -4.32698 0.14928 -0.37950
N 0.02503 -3.93359 1.71179
H 4.76623 1.32291 4.28384
C -0.75040 -3.92208 -1.38256
H -0.56538 6.17043 -3.58133
H -2.69560 -1.08989 -3.08765
N 0.67323 -2.76843 2.27212
H -1.32410 -4.29413 -0.53781
H 0.35872 -0.50147 -2.72944
C 3.97968 0.91386 3.66429
C -2.08758 -1.35544 -1.03267
P -0.49272 -2.14677 -1.18959
*
```

Summary:
Kohn-Sham gap (spin up / spin down), eV: 7.0 / 7.0
Electronic energy, Eh: -1780.1226
Largest force on an atom, hartree/bohr: 0.0177

Mulliken atomic charge list, values in e, 5 entries:
1. H 0.55
2. O -0.49
3. H 0.41
4. W 0.78
5. O -0.52

=====

3.
This record from OMol25 describes CHClF2O2 in the gas phase at a distorted geometry. The level of theory is wB97M-V/def2-TZVPD.

```
! wB97M-V def2-TZVPD RIJCOSX def2/J DEFGRID3
* xyz 0 1
F 0.02101 1.45562 0.48095
F 0.20336 -0.47003 1.46691
H -1.69250 -1.06432 -1.19794
O -1.43535 -0.20748 -0.69544
C 0.58750 0.28942 0.50187
O -0.00992 -0.38428 -0.83867
Cl 2.32590 0.38106 0.28232
*
```

Summary:
Kohn-Sham gap, eV: 11.1
Energy relative to the best compared isomer or geometry (same formula, charge and spin), kJ/mol: 72.5
Electronic energy, Eh: -848.9862
Largest force on an atom, hartree/bohr: 0.1064

Mulliken atomic charge list, values in e, 5 entries:
1. F -0.18
2. F -0.17
3. H 0.35
4. O -0.34
5. C 0.71

=====

Q: The highest electronic energy belongs to which entry?
A: CHClF2O2

=====

Q: Number 1 is which compound?
A: C19H40FeOP2